Formula: C43H98B4F16N6O
Source: OMol25
Level of theory: ωB97M-V/def2-TZVPD

Bonds (Å) are listed after each position.
Cartesian coordinates (Å):
1 C -0.51 23.04 19.66  C2 1.476, H8 1.084, H9 1.081, H10 1.117
2 C 0.82 22.43 19.84  C1 1.476, O3 1.195, N4 1.477
3 O 1.84 22.80 19.33  C2 1.195
4 N 0.85 21.20 20.66  C2 1.477, H5 1.059, H6 1.021, C7 1.516
5 H 1.71 21.36 21.26  N4 1.059
6 H 0.04 21.09 21.28  N4 1.021
7 C 1.16 19.82 20.12  N4 1.516, H11 1.097, H12 1.104, H13 1.089
8 H -1.11 22.45 18.98  C1 1.084
9 H -0.38 24.04 19.27  C1 1.081
10 H -0.96 23.17 20.67  C1 1.117
11 H 1.23 19.22 21.03  C7 1.097
12 H 2.15 19.92 19.65  C7 1.104
13 H 0.36 19.50 19.44  C7 1.089
14 C 1.41 14.78 24.37  C15 1.596, H23 1.094, H24 1.129, H25 1.127
15 C 0.55 16.12 24.25  C14 1.596, C16 1.516, H26 1.143, H27 1.029
16 C -0.89 15.85 23.85  C15 1.516, N17 1.504, H28 1.104, H29 1.097
17 N -1.77 17.07 23.85  C16 1.504, C18 1.533, C19 1.482, C22 1.533
18 C -1.40 17.90 22.62  N17 1.533, H30 1.066, H31 1.078, H32 1.082
19 C -1.77 17.80 25.14  N17 1.482, C20 1.518, H33 1.080, H34 1.083
20 C -2.71 17.01 26.04  C19 1.518, C21 1.516, H35 1.133, H36 1.103
21 C -3.76 16.38 25.16  C20 1.516, C22 1.559, H37 1.030, H38 1.106
22 C -3.28 16.81 23.74  N17 1.533, C21 1.559, H39 1.047, H40 1.101
23 H 1.39 14.20 23.45  C14 1.094
24 H 0.87 14.13 25.12  C14 1.129
25 H 2.46 15.09 24.62  C14 1.127
26 H 1.02 16.82 23.48  C15 1.143
27 H 0.60 16.57 25.18  C15 1.029
28 H -1.39 15.12 24.51  C16 1.104
29 H -0.99 15.43 22.85  C16 1.097
30 H -1.88 18.85 22.63  C18 1.066
31 H -1.71 17.36 21.74  C18 1.078
32 H -0.36 18.18 22.73  C18 1.082
33 H -2.15 18.79 24.92  C19 1.080
34 H -0.75 17.95 25.46  C19 1.083
35 H -3.19 17.77 26.73  C20 1.133
36 H -2.10 16.30 26.63  C20 1.103
37 H -4.67 16.83 25.34  C21 1.030
38 H -3.88 15.28 25.18  C21 1.106
39 H -3.68 17.78 23.64  C22 1.047
40 H -3.45 16.15 22.88  C22 1.101
41 C -6.41 15.87 13.47  C42 1.502, H50 1.078, H51 1.083, H52 1.051
42 C -5.02 16.21 13.94  C41 1.502, C43 1.524, H53 1.036, H54 1.120
43 C -5.08 16.96 15.27  C42 1.524, N44 1.466, H55 1.114, H56 1.117
44 N -3.96 17.88 15.46  C43 1.466, C45 1.552, C46 1.456, C49 1.481
45 C -3.96 18.98 14.37  N44 1.552, H57 1.063, H58 1.108, H59 1.061
46 C -4.09 18.50 16.77  N44 1.456, C47 1.472, H60 1.087, H61 1.093
47 C -3.61 17.51 17.75  C46 1.472, C48 1.491, H62 1.084, H63 1.105
48 C -2.67 16.59 17.05  C47 1.491, C49 1.553, H64 1.067, H65 1.104
49 C -2.70 17.11 15.59  N44 1.481, C48 1.553, H66 1.104, H67 1.116
50 H -6.45 15.27 12.58  C41 1.078
51 H -6.88 16.80 13.19  C41 1.083
52 H -7.08 15.28 14.03  C41 1.051
53 H -4.62 16.84 13.22  C42 1.036
54 H -4.30 15.37 14.05  C42 1.120
55 H -5.09 16.27 16.14  C43 1.114
56 H -5.98 17.62 15.32  C43 1.117
57 H -4.74 19.68 14.59  C45 1.063
58 H -4.10 18.53 13.37  C45 1.108
59 H -3.05 19.52 14.44  C45 1.061
60 H -3.41 19.35 16.83  C46 1.087
61 H -5.10 18.92 16.84  C46 1.093
62 H -3.05 18.00 18.54  C47 1.084
63 H -4.40 16.94 18.27  C47 1.105
64 H -1.70 16.74 17.47  C48 1.067
65 H -2.99 15.54 17.16  C48 1.104
66 H -1.86 17.80 15.42  C49 1.104
67 H -2.57 16.38 14.75  C49 1.116
68 C 0.24 27.14 17.73  C69 1.560, H77 1.117, H78 1.139, H79 1.083
69 C 1.02 26.54 16.52  C68 1.560, C70 1.519, H80 1.135, H81 1.106
70 C 0.70 25.08 16.22  C69 1.519, N71 1.486, H82 1.113, H83 1.142
71 N 1.71 24.37 15.39  C70 1.486, C72 1.515, C73 1.526, C76 1.605
72 C 1.93 25.17 14.12  N71 1.515, H84 1.092, H85 1.065, H86 1.036
73 C 1.22 22.98 15.01  N71 1.526, C74 1.516, H87 1.073, H88 1.067
74 C 2.51 22.25 14.67  C73 1.516, C75 1.537, H89 1.066, H90 1.156
75 C 3.45 22.68 15.81  C74 1.537, C76 1.510, H91 1.071, H92 1.086
76 C 3.09 24.10 16.16  N71 1.605, C75 1.510, H93 1.117, H94 1.060
77 H 0.24 26.52 18.66  C68 1.117
78 H -0.85 27.29 17.44  C68 1.139
79 H 0.73 28.10 17.87  C68 1.083
80 H 2.13 26.65 16.73  C69 1.135
81 H 0.79 27.09 15.60  C69 1.106
82 H -0.27 24.97 15.68  C70 1.113
83 H 0.53 24.39 17.11  C70 1.142
84 H 1.04 25.45 13.54  C72 1.092
85 H 2.55 24.57 13.51  C72 1.065
86 H 2.44 26.04 14.35  C72 1.036
87 H 0.47 22.93 14.25  C73 1.073
88 H 0.81 22.53 15.89  C73 1.067
89 H 2.97 22.53 13.75  C74 1.066
90 H 2.34 21.11 14.74  C74 1.156
91 H 4.50 22.65 15.56  C75 1.071
92 H 3.21 21.99 16.61  C75 1.086
93 H 3.76 24.93 15.83  C76 1.117
94 H 2.88 24.20 17.20  C76 1.060
95 C 6.06 14.21 17.57  C96 1.535, H104 1.153, H105 1.150, H106 1.051
96 C 4.97 14.01 18.63  C95 1.535, C97 1.522, H107 1.147, H108 1.084
97 C 3.65 14.62 18.15  C96 1.522, N98 1.450, H109 1.100, H110 1.061
98 N 2.55 14.27 19.03  C97 1.450, C99 1.526, C100 1.625, C103 1.521
99 C 2.09 12.82 19.10  N98 1.526, H111 1.109, H112 1.095, H113 1.103
100 C 1.38 15.26 18.52  N98 1.625, C101 1.518, H114 1.057, H115 1.132
101 C 1.65 16.64 19.09  C100 1.518, C102 1.550, H116 1.099, H117 1.112
102 C 2.66 16.40 20.24  C101 1.550, C103 1.511, H118 1.039, H119 1.076
103 C 2.75 14.90 20.40  N98 1.521, C102 1.511, H120 1.061, H121 1.054
104 H 6.30 15.33 17.39  C95 1.153
105 H 5.69 13.94 16.52  C95 1.150
106 H 7.01 13.78 17.71  C95 1.051
107 H 5.34 14.35 19.66  C96 1.147
108 H 4.78 12.96 18.79  C96 1.084
109 H 3.34 14.19 17.19  C97 1.100
110 H 3.58 15.68 18.12  C97 1.061
111 H 2.95 12.27 19.53  C99 1.109
112 H 1.81 12.38 18.13  C99 1.095
113 H 1.16 12.74 19.69  C99 1.103
114 H 0.44 14.90 18.84  C100 1.057
115 H 1.36 15.32 17.39  C100 1.132
116 H 0.81 17.17 19.57  C101 1.099
117 H 2.06 17.38 18.36  C101 1.112
118 H 2.35 16.90 21.09  C102 1.039
119 H 3.57 16.92 19.98  C102 1.076
120 H 1.95 14.46 20.93  C103 1.061
121 H 3.69 14.68 20.83  C103 1.054
122 C 2.73 21.55 29.51  C123 1.522, H131 1.121, H132 1.114, H133 1.095
123 C 2.61 21.28 28.02  C122 1.522, C124 1.508, H134 1.125, H135 1.069
124 C 3.94 20.79 27.49  C123 1.508, N125 1.538, H136 1.114, H137 1.102
125 N 4.06 20.51 25.98  C124 1.538, C126 1.468, C127 1.554, C130 1.479
126 C 2.99 19.57 25.60  N125 1.468, H138 1.118, H139 1.101, H140 1.068
127 C 5.44 19.97 25.51  N125 1.554, C128 1.574, H141 1.082, H142 1.065
128 C 6.28 21.30 25.43  C127 1.574, C129 1.560, H143 1.054, H144 1.072
129 C 5.26 22.48 25.52  C128 1.560, C130 1.538, H145 1.107, H146 1.074
130 C 3.94 21.76 25.20  N125 1.479, C129 1.538, H147 1.122, H148 1.070
131 H 1.67 21.58 29.89  C122 1.121
132 H 3.30 22.47 29.79  C122 1.114
133 H 3.25 20.74 30.03  C122 1.095
134 H 2.29 22.19 27.45  C123 1.125
135 H 1.88 20.52 27.89  C123 1.069
136 H 4.13 19.76 27.85  C124 1.114
137 H 4.76 21.39 27.92  C124 1.102
138 H 2.00 20.06 25.77  C126 1.118
139 H 3.04 18.61 26.15  C126 1.101
140 H 2.97 19.40 24.55  C126 1.068
141 H 5.34 19.54 24.52  C127 1.082
142 H 5.70 19.20 26.19  C127 1.065
143 H 6.78 21.38 24.50  C128 1.054
144 H 7.00 21.48 26.20  C128 1.072
145 H 5.48 23.27 24.78  C129 1.107
146 H 5.38 22.94 26.49  C129 1.074
147 H 4.08 21.36 24.17  C130 1.122
148 H 2.95 22.15 25.29  C130 1.070
149 B -0.74 21.41 23.74  F150 1.423, F151 1.341, F152 1.374, F153 1.482
150 F 0.12 20.53 24.45  B149 1.423
151 F -1.90 21.49 24.42  B149 1.341
152 F -0.11 22.59 23.42  B149 1.374
153 F -1.06 20.72 22.47  B149 1.482
154 B 3.91 19.59 21.81  F155 1.431, F156 1.412, F157 1.383, F158 1.487
155 F 4.11 19.15 20.46  B154 1.431
156 F 3.00 18.77 22.50  B154 1.412
157 F 5.10 19.62 22.51  B154 1.383
158 F 3.35 20.96 21.83  B154 1.487
159 B -0.55 20.07 16.71  F160 1.420, F161 1.413, F162 1.401, F163 1.398
160 F -0.66 19.84 15.31  B159 1.420
161 F -1.57 20.95 17.12  B159 1.413
162 F -0.63 18.86 17.41  B159 1.401
163 F 0.70 20.61 17.04  B159 1.398
164 B -1.54 14.91 20.40  F165 1.558, F166 1.364, F167 1.394, F168 1.374
165 F -0.18 14.52 21.06  B164 1.558
166 F -1.76 13.95 19.46  B164 1.364
167 F -2.54 15.02 21.36  B164 1.394
168 F -1.35 16.11 19.76  B164 1.374

Calculated values
E   -103365.6410 eV
Net charge   +2
Maximum force   3.9 eV/Å
Spin multiplicity   1
LUMO energy   -2.929 eV